# 1
{"formula": "C9H14N4O", "method": "ωB97M-V/def2-TZVPD", "elements": ["C", "C", "C", "C", "C", "C", "C", "C", "C", "N", "N", "N", "N", "O", "H", "H", "H", "H", "H", "H", "H", "H", "H", "H", "H", "H", "H", "H"], "coordinates": [[1.581455, 0.683533, -0.648324], [0.089010, 0.228663, -0.361011], [-1.534105, 0.730534, 0.019815], [-1.339358, -1.486522, -0.215079], [1.853644, 1.946440, -0.976799], [-3.593858, -0.231088, 0.351482], [-3.661540, 1.311666, 0.508422], [4.605650, -0.384849, 0.879287], [2.630741, -0.379300, -0.467342], [-0.081071, -1.054891, -0.428046], [-2.183372, -0.439320, 0.044149], [-2.290864, 1.748419, 0.270231], [-1.686667, -2.747531, -0.268504], [3.231676, -0.148109, 0.784366], [1.098935, 2.708157, -1.075910], [2.863184, 2.253168, -1.199541], [-3.872530, -0.750800, 1.271634], [-4.224159, -0.587305, -0.467332], [-4.330931, 1.780449, -0.218255], [-3.983381, 1.621549, 1.507007], [5.176687, 0.279094, 0.216650], [4.861193, -1.418304, 0.611752], [4.886064, -0.190424, 1.912567], [3.360876, -0.306278, -1.281865], [2.177820, -1.378726, -0.488348], [-2.015005, 2.720978, 0.315873], [-0.982386, -3.447930, -0.471100], [-2.637701, -3.061261, -0.125774]], "forces_ev_per_a": [[-3.0, 0.4, 0.7], [0.5, -0.9, -0.2], [3.0, 0.5, -0.6], [-0.6, -0.4, 0.1], [-0.3, 0.0, 0.0], [-0.9, -0.3, 0.2], [-1.2, 0.1, 0.3], [1.0, -0.3, -0.3], [0.4, -0.6, 0.3], [0.7, 0.1, -0.1], [-0.1, 0.1, 0.0], [0.9, -0.7, -0.2], [0.1, 1.1, 0.1], [-1.3, 0.4, 0.0], [-0.2, 0.1, 0.1], [0.2, 0.0, 0.0], [0.1, 0.1, -0.1], [0.1, 0.1, 0.1], [0.1, -0.1, 0.1], [0.1, -0.1, -0.1], [-0.1, 0.0, 0.1], [0.0, 0.1, 0.2], [0.0, 0.0, -0.1], [-0.1, 0.1, 0.0], [0.3, 0.2, -0.2], [0.3, 0.0, -0.1], [0.1, 0.0, 0.0], [0.0, 0.0, 0.0]], "spin_multiplicity": 1, "homo_ha": -0.565, "lumo_energy_ev": -9.90, "total_charge": 2}

***

# 2
{"formula": "CF2OS", "method": "ωB97M-V/def2-TZVPD", "elements": ["C", "O", "F", "F", "S"], "coordinates": [[-0.607519, 0.170914, 0.262019], [2.159924, -0.670483, -0.130911], [-1.314928, 1.209644, -0.143067], [-1.082792, -1.019430, -0.099163], [1.460792, 0.589345, -0.013045]], "forces_ev_per_a": [[1.6, -0.1, 1.3], [0.8, -1.6, -0.1], [-0.1, -0.7, -0.6], [0.3, 1.2, -0.6], [-2.5, 1.2, 0.0]], "spin_multiplicity": 3, "homo_ha": [-0.314, -0.402], "lumo_energy_ev": [0.44, -1.82], "total_charge": 0}

***

# 3
{"formula": "C4H7NO", "method": "ωB97M-V/def2-TZVPD", "elements": ["C", "C", "C", "N", "C", "O", "H", "H", "H", "H", "H", "H", "H"], "coordinates": [[-1.444760, 0.341661, -1.046969], [-0.084919, 0.598674, -0.400685], [0.238610, 0.185391, 0.967792], [1.450157, -0.000862, 1.307325], [1.368632, -1.745010, -0.199598], [2.223692, -2.458033, 0.035473], [-1.513101, -0.599558, -1.614933], [-2.236808, 0.326826, -0.291177], [-1.655897, 1.153956, -1.750756], [0.754620, 0.568310, -1.102413], [-0.641096, 0.198132, 1.624687], [-0.020720, 1.596529, 0.171810], [1.561587, -0.166016, 2.299443]], "forces_ev_per_a": [[0.0, 0.2, 0.2], [0.0, 1.5, 0.5], [0.3, -1.0, 0.3], [-0.4, 0.3, 0.5], [1.0, -1.9, -0.8], [-0.6, 0.5, -0.1], [0.3, 0.2, 0.4], [0.0, 0.0, -0.1], [-0.1, -0.2, 0.1], [-0.1, 0.0, 0.4], [0.2, -0.2, 0.3], [-0.7, 0.5, -2.0], [0.0, 0.1, 0.3]], "spin_multiplicity": 1, "homo_ha": -0.358, "lumo_energy_ev": 1.00, "total_charge": 0}

***

# 4
{"formula": "C16H37NO2PS", "method": "ωB97M-V/def2-TZVPD", "elements": ["C", "C", "C", "C", "N", "S", "P", "C", "C", "C", "C", "H", "H", "H", "H", "H", "H", "H", "H", "H", "H", "H", "H", "H", "H", "H", "H", "H", "H", "H", "H", "H", "C", "C", "C", "O", "C", "H", "H", "H", "H", "H", "H", "H", "H", "C", "C", "C", "O", "C", "H", "H", "H", "H", "H", "H", "H", "H"], "coordinates": [[3.620927, 0.774002, -0.799182], [3.193378, 1.717298, -1.937479], [1.822462, 2.360359, -1.743603], [0.712195, 1.325927, -1.612924], [-0.625009, 1.933413, -1.889738], [-1.713284, 1.843714, -0.633963], [-3.604221, 2.233750, -1.605469], [-4.172222, 0.550448, -2.093814], [-3.873684, -0.640892, -1.185526], [-4.578639, 2.523045, -0.080353], [-5.957753, 3.067056, -0.501236], [3.847490, -0.229539, -1.158722], [4.526006, 1.132638, -0.310945], [2.860827, 0.683615, -0.019523], [3.923872, 2.520004, -2.036591], [3.198401, 1.191073, -2.895146], [1.581587, 3.002336, -2.592921], [1.834119, 2.995716, -0.853864], [0.698831, 0.890897, -0.611209], [0.864584, 0.503115, -2.314182], [-1.042129, 1.596333, -2.750083], [-1.718524, 0.529386, -0.296365], [-5.254829, 0.698423, -2.173311], [-3.825210, 0.372899, -3.112755], [-3.938171, -0.380214, -0.126536], [-2.884071, -1.052734, -1.386702], [-4.589387, -1.442758, -1.356328], [-4.043219, 3.237217, 0.546750], [-4.689096, 1.598390, 0.486937], [-5.933235, 3.596892, -1.455871], [-6.687211, 2.264059, -0.592631], [-6.324986, 3.769325, 0.244042], [-0.153672, 0.153148, 4.060590], [-0.771498, 1.094000, 3.027395], [-2.227292, 0.643384, 3.031806], [-2.500133, 0.189010, 4.343441], [-1.279731, 0.059124, 5.084899], [0.774933, 0.525124, 4.488527], [0.039715, -0.825787, 3.617782], [-0.695669, 2.129403, 3.364218], [-0.304483, 1.024120, 2.042724], [-2.389527, -0.183235, 2.321686], [-2.924842, 1.450551, 2.787009], [-1.219794, 0.868570, 5.817478], [-1.301779, -0.890533, 5.617304], [4.204158, -4.518190, 0.054416], [4.331761, -4.828471, -1.436769], [4.213965, -3.438047, -2.048046], [4.772160, -2.534369, -1.092808], [4.968697, -3.204630, 0.155605], [4.618450, -5.292642, 0.697436], [3.155880, -4.373788, 0.324911], [5.312758, -5.254971, -1.651618], [3.572804, -5.515302, -1.807828], [3.163965, -3.174189, -2.225326], [4.758321, -3.331678, -2.986790], [6.038271, -3.380593, 0.304406], [4.612781, -2.555200, 0.956797]], "forces_ev_per_a": [[0.1, -0.1, 0.0], [0.0, 0.0, 0.1], [0.0, 0.0, 0.0], [0.0, 0.2, 0.0], [-0.2, -0.3, -0.1], [0.6, 0.2, 0.4], [-0.3, 0.0, -0.2], [0.0, -0.1, 0.0], [0.0, 0.1, 0.0], [0.0, -0.1, 0.0], [-0.1, 0.0, 0.0], [0.0, 0.0, 0.0], [0.0, 0.0, 0.0], [0.0, 0.0, 0.0], [0.0, 0.0, -0.1], [0.0, 0.0, 0.0], [0.1, 0.0, 0.0], [-0.1, 0.0, 0.0], [0.0, -0.1, 0.0], [0.0, 0.0, 0.0], [0.1, 0.0, 0.0], [-0.3, -0.1, -0.1], [0.0, 0.1, 0.0], [0.0, 0.0, 0.0], [0.0, 0.0, 0.0], [0.0, 0.0, 0.0], [0.0, 0.0, -0.1], [0.0, 0.1, -0.1], [0.0, 0.1, 0.1], [0.1, 0.0, 0.0], [0.0, 0.0, 0.0], [0.0, 0.0, 0.0], [-0.1, 0.0, 0.0], [0.1, 0.0, 0.0], [0.0, 0.0, -0.1], [0.0, 0.0, 0.0], [0.0, 0.0, 0.0], [0.0, 0.0, 0.0], [0.0, 0.0, 0.0], [0.0, 0.0, 0.0], [0.0, 0.0, 0.0], [0.0, 0.0, 0.0], [0.0, 0.0, 0.0], [0.0, 0.0, 0.0], [0.0, 0.0, 0.0], [0.0, 0.0, 0.0], [0.0, 0.0, 0.0], [0.0, 0.0, 0.0], [-0.1, 0.1, 0.0], [0.0, 0.0, 0.0], [0.0, 0.0, 0.0], [0.0, 0.0, 0.0], [0.0, 0.0, 0.0], [0.0, 0.0, 0.0], [0.0, 0.0, 0.0], [0.0, 0.0, 0.0], [0.0, 0.0, 0.0], [0.0, 0.0, 0.0]], "spin_multiplicity": 1, "homo_ha": -0.419, "lumo_energy_ev": -3.46, "total_charge": 1}

***

# 5
{"formula": "C41H39Br2Cl3GeN6O5SW", "method": "ωB97M-V/def2-TZVPD", "elements": ["W", "Br", "C", "C", "C", "C", "C", "C", "N", "N", "C", "C", "C", "C", "O", "C", "N", "C", "C", "C", "C", "H", "H", "H", "H", "H", "H", "H", "H", "H", "C", "C", "C", "C", "C", "C", "C", "S", "O", "O", "N", "C", "C", "O", "O", "H", "H", "H", "H", "H", "H", "H", "H", "H", "C", "C", "C", "C", "C", "C", "C", "C", "C", "C", "C", "C", "N", "H", "H", "H", "H", "H", "H", "H", "H", "H", "H", "H", "H", "H", "H", "H", "H", "H", "Br", "C", "C", "C", "C", "C", "N", "H", "H", "H", "H", "Cl", "Ge", "Cl", "Cl"], "coordinates": [[-1.011896, 0.037169, 0.550141], [1.599733, 1.689356, -7.536361], [2.577133, 0.596170, -6.367274], [3.943085, 0.806685, -6.215085], [4.655125, -0.001217, -5.350020], [3.983602, -0.972248, -4.609602], [2.619882, -1.204879, -4.791766], [1.916673, -0.416217, -5.677798], [4.794054, -1.702495, -3.707496], [4.319514, -2.317654, -2.765886], [3.166313, -2.182642, -2.064013], [2.464858, -3.356161, -1.707156], [1.265169, -3.313890, -1.047675], [0.747260, -2.062780, -0.662442], [-0.365369, -1.886891, -0.063974], [1.521550, -0.881712, -0.911271], [0.945914, 0.245458, -0.441794], [1.568181, 1.404571, -0.592577], [2.829219, 1.467331, -1.196453], [3.416570, 0.334027, -1.695258], [2.735062, -0.892535, -1.579647], [4.438570, 1.584892, -6.777584], [5.722473, 0.117742, -5.219733], [2.097922, -1.994286, -4.267961], [0.857885, -0.575136, -5.822849], [2.885366, -4.301394, -2.024693], [0.695513, -4.207434, -0.833614], [1.062030, 2.298211, -0.246654], [3.313559, 2.431027, -1.266873], [4.390296, 0.383505, -2.163306], [-2.275477, -7.422165, -0.391022], [-2.468517, -5.985028, 0.000661], [-2.398849, -5.609144, 1.345012], [-2.596756, -4.297819, 1.728592], [-2.864438, -3.349728, 0.746723], [-2.931575, -3.685456, -0.594493], [-2.734163, -5.010083, -0.955829], [-3.118933, -1.701004, 1.254587], [-4.272648, -1.592122, 2.081720], [-1.824204, -1.263296, 1.955131], [-3.007346, -0.755952, -0.007309], [-4.059646, 0.238689, -0.219848], [-3.433688, 1.618741, -0.135174], [-3.977924, 2.644362, -0.390709], [-2.146238, 1.579488, 0.308231], [-1.362543, -7.828069, 0.045977], [-2.221803, -7.536577, -1.472029], [-3.105878, -8.030235, -0.028736], [-2.191789, -6.358913, 2.098511], [-2.547093, -4.013613, 2.772099], [-3.112652, -2.926546, -1.343488], [-2.789819, -5.287713, -2.000949], [-4.842964, 0.173283, 0.538615], [-4.514905, 0.132682, -1.202050], [3.014546, 0.087412, 2.232214], [2.147142, -0.623526, 3.271399], [1.512118, -1.920709, 2.772024], [1.174062, 0.341915, 3.929723], [1.405482, 0.592244, 5.276284], [0.635563, 1.483916, 5.998845], [-0.388906, 2.153938, 5.362110], [-0.685808, 1.946229, 4.020043], [-1.831882, 2.759560, 3.454012], [-1.386894, 3.648111, 2.292967], [-3.073433, 1.895321, 3.208530], [0.096629, 1.014561, 3.296189], [-0.219780, 0.716122, 1.959832], [3.633920, -0.626224, 1.682800], [3.674963, 0.807885, 2.716358], [2.406556, 0.642376, 1.526076], [2.823845, -0.925108, 4.073383], [0.730544, -1.759732, 2.037354], [1.058521, -2.465869, 3.600982], [2.275979, -2.562836, 2.326626], [2.221443, 0.073953, 5.763894], [0.841145, 1.662980, 7.045635], [-0.989039, 2.865885, 5.914358], [-2.117615, 3.444217, 4.255640], [-0.871088, 3.100395, 1.511375], [-0.702755, 4.414740, 2.663328], [-2.244270, 4.143550, 1.833156], [-2.867896, 1.019273, 2.599152], [-3.854661, 2.482232, 2.721984], [-3.465265, 1.527024, 4.157499], [2.156728, 4.624703, 0.842708], [0.635001, 5.120265, -0.200687], [0.397826, 6.466314, -0.424317], [-0.721046, 6.787424, -1.173667], [-1.532122, 5.769675, -1.653418], [-1.189177, 4.461110, -1.366527], [-0.111851, 4.135537, -0.645013], [1.058396, 7.220823, -0.024373], [-0.956323, 7.823827, -1.376373], [-2.417315, 5.980537, -2.235910], [-1.804297, 3.638759, -1.710556], [-3.056093, 0.913228, -3.395128], [-1.221870, 0.309778, -2.393078], [0.238561, 1.597571, -3.433027], [-0.784983, -1.649745, -3.391958]], "forces_ev_per_a": [[-0.1, -0.2, 0.0], [0.0, 0.0, 0.0], [0.0, 0.0, 0.0], [0.0, 0.0, 0.0], [0.0, 0.0, 0.0], [0.1, 0.0, 0.0], [0.0, 0.0, 0.0], [0.0, 0.0, 0.0], [0.0, 0.0, -0.1], [0.0, 0.0, 0.0], [0.1, 0.0, 0.0], [0.0, 0.0, 0.0], [0.0, 0.0, 0.0], [0.1, 0.0, -0.1], [0.0, 0.2, 0.1], [0.0, 0.0, 0.0], [-0.1, 0.2, 0.1], [0.0, -0.1, 0.0], [0.0, 0.0, 0.0], [0.0, 0.0, 0.0], [0.0, 0.0, 0.0], [0.0, 0.0, 0.0], [0.0, 0.0, 0.0], [0.0, 0.0, 0.0], [0.0, 0.0, 0.0], [0.0, 0.0, 0.0], [0.0, 0.0, 0.0], [0.0, 0.0, 0.0], [0.0, 0.0, 0.0], [0.0, 0.0, 0.0], [0.0, 0.0, 0.0], [0.0, 0.0, 0.0], [0.0, 0.0, 0.0], [0.0, 0.0, 0.0], [0.0, 0.0, -0.1], [0.0, 0.0, 0.0], [0.0, 0.0, 0.0], [0.0, 0.0, 0.1], [0.0, 0.0, 0.0], [0.0, -0.1, -0.1], [0.0, 0.2, 0.2], [0.0, 0.0, 0.0], [0.0, 0.0, 0.0], [0.0, 0.0, 0.0], [0.1, 0.1, -0.1], [0.0, 0.0, 0.0], [0.0, 0.0, 0.0], [0.0, 0.0, 0.0], [0.0, 0.0, 0.0], [0.0, 0.0, 0.0], [0.0, 0.0, 0.0], [0.0, 0.0, 0.0], [0.0, 0.0, 0.0], [0.0, 0.0, 0.0], [0.0, 0.0, 0.0], [0.0, 0.0, 0.0], [0.0, 0.0, 0.0], [0.0, 0.0, 0.0], [0.0, 0.0, 0.0], [0.0, 0.0, 0.0], [0.0, 0.0, 0.0], [0.0, 0.0, 0.1], [0.0, 0.0, 0.0], [0.0, 0.0, 0.0], [0.0, 0.0, 0.0], [0.1, -0.1, -0.1], [-0.2, -0.1, 0.0], [0.0, 0.0, 0.0], [0.0, 0.0, 0.0], [0.0, 0.0, 0.0], [0.0, 0.0, 0.0], [0.0, 0.0, 0.0], [0.0, 0.0, 0.0], [0.0, 0.0, 0.0], [0.0, 0.0, 0.0], [0.0, 0.0, 0.0], [0.0, 0.0, 0.0], [0.0, 0.0, 0.0], [0.0, 0.0, 0.0], [0.0, 0.0, 0.0], [0.0, 0.0, 0.0], [0.0, 0.0, 0.0], [0.0, 0.0, 0.0], [0.0, 0.0, 0.0], [0.0, 0.0, 0.0], [-0.1, 0.0, -0.1], [0.0, 0.0, 0.0], [0.0, 0.0, 0.0], [0.0, 0.0, 0.0], [0.0, 0.0, 0.0], [0.1, 0.0, 0.0], [0.0, 0.0, 0.0], [0.0, 0.0, 0.0], [0.0, 0.0, 0.0], [0.0, 0.0, 0.0], [0.0, 0.0, 0.0], [0.1, -0.2, 0.1], [0.0, 0.0, -0.1], [0.0, 0.0, 0.0]], "spin_multiplicity": 2, "homo_ha": [-0.387, -0.387], "lumo_energy_ev": [-4.31, -5.62], "total_charge": 1}

***

# 6
{"formula": "C2H7O4", "method": "ωB97M-V/def2-TZVPD", "elements": ["O", "C", "O", "C", "H", "H", "H", "H", "H", "O", "H", "H", "O"], "coordinates": [[-0.008890, 0.563967, -0.700911], [-1.220846, 0.295793, -0.445630], [-2.028760, -0.447826, -0.993601], [-1.725196, 1.190684, 0.782913], [-0.935160, 1.906567, 0.964605], [-2.475307, 1.870074, 0.346868], [-2.003309, 0.508296, 1.568603], [1.455775, -0.839685, -1.427112], [1.687004, 0.495476, -0.865123], [2.227379, -0.290368, -1.191632], [1.009616, -1.601176, 1.014512], [2.213971, -1.543958, 0.127486], [1.803718, -2.107846, 0.819025]], "forces_ev_per_a": [[-0.8, -0.6, -0.5], [0.2, 1.9, 1.4], [0.1, -0.5, -0.3], [0.3, 0.2, -2.3], [0.5, -0.4, 0.8], [-0.7, -0.8, 0.6], [-0.4, 0.4, 0.5], [0.3, 0.4, -0.2], [0.7, -1.2, -0.5], [-0.2, 0.5, 0.1], [-0.1, 0.0, 0.0], [0.0, -0.1, 0.3], [0.2, 0.0, -0.1]], "spin_multiplicity": 1, "homo_ha": -0.170, "lumo_energy_ev": 4.13, "total_charge": -1}